# 1
Molecular formula: C5H8O2
Method: DFT, ωB97M-V with the def2-TZVPD basis set

Values from the calculation:
Largest force on an atom: 0.5 eV Å⁻¹
HOMO level: -9.850 eV
Kohn-Sham gap: 9.41 eV
ΔE to the lowest compared entry with this formula, charge and spin: 18.7 kcal per mole
M: 100.1 g/mol
SMILES: CCCC(=O)C=O

The geometry in XYZ format:
```
15
Properties=species:S:1:pos:R:3:forces:R:3
C -2.221 0.109 -0.659 -0.041 0.024 -0.049
C -1.014 -0.646 -0.107 0.002 -0.046 0.033
C 0.295 0.109 -0.344 -0.116 -0.010 -0.002
C 1.357 -0.171 0.684 -0.216 -0.155 0.158
O 1.193 -0.797 1.707 0.136 0.180 -0.315
C 2.745 0.419 0.425 0.228 0.233 -0.318
O 3.026 1.021 -0.580 -0.132 -0.255 0.418
H -2.338 1.073 -0.147 0.006 -0.160 -0.094
H -3.145 -0.461 -0.517 0.154 0.099 -0.029
H -2.112 0.314 -1.730 -0.022 -0.041 0.146
H -0.945 -1.639 -0.569 -0.018 0.141 0.101
H -1.141 -0.815 0.968 0.029 0.039 -0.159
H 0.718 -0.081 -1.339 -0.046 0.050 0.135
H 0.127 1.196 -0.320 0.057 -0.103 0.019
H 3.464 0.240 1.246 -0.019 0.005 -0.044
```
Forces are in eV/Å.

# 2
Molecular formula: C5H8O2
Method: DFT, ωB97M-V with the def2-TZVPD basis set

Values from the calculation:
Largest force on an atom: 1.0 eV Å⁻¹
HOMO level (spin up / spin down): -7.697 / -7.306 eV
Kohn-Sham gap (spin up / spin down): 8.31 / 7.77 eV
ΔE to the lowest compared entry with this formula, charge and spin: 79.9 kcal per mole
M: 100.1 g/mol

The geometry in XYZ format:
```
15
Properties=species:S:1:pos:R:3:forces:R:3
C 1.717 -0.559 0.382 -0.005 -0.024 0.006
C 0.460 0.293 0.373 0.056 0.049 0.110
C 0.258 1.260 -0.729 0.886 -0.245 0.035
O -1.015 1.478 -0.855 -0.765 0.543 -0.345
C -1.773 0.694 -0.058 -0.216 -0.316 0.076
C -0.904 -0.442 0.378 0.076 0.078 0.368
O -0.967 -1.554 -0.512 -0.056 0.000 -0.266
H 2.615 0.058 0.263 -0.156 -0.091 0.008
H 1.683 -1.294 -0.426 0.025 0.098 0.104
H 1.800 -1.095 1.333 0.011 0.048 -0.166
H 0.392 0.910 1.295 0.062 -0.072 -0.024
H 0.935 1.912 -1.259 -0.065 -0.032 0.083
H -2.802 0.613 -0.386 0.093 0.053 0.060
H -1.120 -0.848 1.367 -0.018 0.106 -0.101
H -1.167 -1.201 -1.390 0.073 -0.195 0.051
```
Forces are in eV/Å.

# 3
Molecular formula: C5H8O2
Method: DFT, ωB97M-V with the def2-TZVPD basis set

Values from the calculation:
Largest force on an atom: 0.6 eV Å⁻¹
HOMO level: -10.449 eV
Kohn-Sham gap: 11.19 eV
ΔE to the lowest compared entry with this formula, charge and spin: 6.0 kcal per mole
M: 100.1 g/mol

The geometry in XYZ format:
```
15
Properties=species:S:1:pos:R:3:forces:R:3
C 0.455 -1.607 0.172 -0.033 -0.006 -0.007
C -0.029 -0.177 0.116 0.269 -0.093 0.180
C 0.493 0.697 1.242 0.076 0.059 0.074
C -0.014 0.532 -1.246 0.081 0.031 -0.042
C -1.435 0.888 -0.866 -0.412 0.396 -0.281
O -2.258 1.692 -1.179 0.278 -0.523 0.069
O -1.501 -0.044 0.133 -0.163 0.062 0.066
H -0.059 -2.230 -0.565 0.043 0.097 0.064
H 1.528 -1.620 -0.047 -0.126 -0.025 0.014
H 0.313 -2.045 1.165 -0.059 0.091 -0.117
H 1.580 0.808 1.195 -0.101 -0.065 0.002
H 0.035 1.691 1.172 0.154 -0.135 0.039
H 0.220 0.270 2.213 0.058 0.037 -0.160
H 0.706 1.329 -1.433 -0.159 -0.028 0.051
H -0.033 -0.184 -2.072 0.093 0.102 0.047
```
Forces are in eV/Å.

# 4
Molecular formula: C5H8O2
Method: DFT, ωB97M-V with the def2-TZVPD basis set

Values from the calculation:
Largest force on an atom: 1.8 eV Å⁻¹
HOMO level: -9.260 eV
Kohn-Sham gap: 10.15 eV
ΔE to the lowest compared entry with this formula, charge and spin: 67.1 kcal per mole
M: 100.1 g/mol

The geometry in XYZ format:
```
15
Properties=species:S:1:pos:R:3:forces:R:3
C -0.090 1.162 -0.240 0.469 -0.483 0.151
C -0.308 -0.286 0.136 -0.577 -0.486 -0.185
C -1.122 -1.342 -0.450 -0.488 -0.348 -0.248
C -1.317 -0.912 1.000 -0.368 -0.143 0.191
O 1.030 -0.636 0.405 0.246 0.043 -1.032
C 1.452 0.648 0.064 -0.791 1.413 0.665
O 2.183 0.787 -1.133 0.314 0.045 1.154
H -0.173 1.420 -1.313 0.243 -0.531 0.440
H 2.665 1.599 -0.911 0.284 -0.228 -0.734
H -0.791 1.875 0.261 1.306 -0.366 0.357
H -1.847 -1.044 -1.191 -0.234 -0.153 -0.026
H -0.592 -2.272 -0.627 -0.207 0.063 -0.025
H -2.190 -0.330 1.262 -0.081 -0.094 -0.013
H -0.931 -1.573 1.771 -0.131 0.095 -0.118
H 2.031 0.905 0.965 0.015 1.172 -0.576
```
Forces are in eV/Å.

# 5
Molecular formula: C5H8O2
Method: DFT, ωB97M-V with the def2-TZVPD basis set

Values from the calculation:
Largest force on an atom: 0.5 eV Å⁻¹
HOMO level: -10.286 eV
Kohn-Sham gap: 11.11 eV
ΔE to the lowest compared entry with this formula, charge and spin: 51.7 kcal per mole
M: 100.1 g/mol
SMILES: C#C[C@](C)(O)CO

The geometry in XYZ format:
```
15
Properties=species:S:1:pos:R:3:forces:R:3
C 2.494 0.068 -0.242 -0.467 -0.111 0.007
C 1.309 -0.156 -0.230 0.526 0.124 0.002
C -0.167 -0.322 -0.181 0.088 -0.050 0.223
C -0.572 -1.525 0.660 -0.017 -0.038 0.062
O -0.687 -0.537 -1.475 0.012 0.161 -0.154
C -0.747 0.987 0.394 -0.105 -0.130 0.188
O -0.705 2.011 -0.581 0.271 0.117 -0.022
H 3.548 0.238 -0.251 -0.185 -0.041 -0.021
H -1.660 -1.631 0.606 0.162 0.026 0.038
H -0.267 -1.404 1.704 -0.007 -0.002 -0.149
H -0.114 -2.432 0.257 -0.037 0.132 0.069
H -0.655 0.326 -1.917 -0.120 -0.139 -0.014
H -0.197 1.269 1.303 -0.124 -0.067 -0.144
H -1.800 0.841 0.649 0.101 -0.027 -0.115
H 0.220 2.266 -0.697 -0.099 0.044 0.029
```
Forces are in eV/Å.

# 6
Molecular formula: C5H8O2
Method: DFT, ωB97M-V with the def2-TZVPD basis set

Values from the calculation:
Largest force on an atom: 5.6 eV Å⁻¹
HOMO level: -10.120 eV
Kohn-Sham gap: 10.88 eV
ΔE to the lowest compared entry with this formula, charge and spin: 95.5 kcal per mole
M: 100.1 g/mol
SMILES: C#C[C@](C)(O)CO

The geometry in XYZ format:
```
15
Properties=species:S:1:pos:R:3:forces:R:3
C 2.439 -0.362 0.125 -0.638 0.049 -0.615
C 1.327 -0.347 -0.299 -4.478 0.626 -0.170
C -0.390 -0.350 -0.307 4.929 -2.443 0.480
C -0.570 -0.616 1.191 0.382 0.118 2.287
O -0.758 -1.354 -1.198 -0.320 -1.258 0.328
C -0.863 0.925 -0.873 0.620 3.148 -0.510
O -0.541 2.021 0.024 -5.093 -2.190 1.007
H 3.437 -0.320 0.276 2.470 -0.015 0.588
H -1.531 -1.158 1.509 1.117 1.140 -0.712
H 0.328 -1.217 1.691 -2.041 1.131 -1.464
H -0.465 0.448 1.632 -0.567 -1.853 -0.265
H -0.420 -2.229 -0.883 -0.399 1.203 -0.302
H -1.987 0.918 -1.044 1.493 0.057 0.151
H -0.253 1.200 -1.780 -1.239 -1.009 0.293
H 0.246 2.443 -0.065 3.764 1.297 -1.096
```
Forces are in eV/Å.